Entry 1:
240
Properties=species:S:1:pos:R:3:forces:R:3:mulliken_charge:R:1 method="wB97M-V/def2-TZVPD" total_charge=0 lumo_ev=0.5 multiplicity=1 e_tot_ev=-120478.8265 e_above_lowest_kj_mol=1166.88 fmax_ha_per_bohr=0.0816 homo_lumo_gap_ev=8.67
C 8.7041 27.0225 -24.8000 -1.1756 1.2020 -2.1448 -0.499
O 7.4663 26.4029 -25.2410 0.0468 -0.2864 0.8194 -0.577
C 6.6776 27.1185 -26.2302 0.7008 0.5494 0.8988 1.289
C 5.4192 26.3112 -26.5362 0.4679 0.1464 0.8836 -1.590
N 4.5785 26.0008 -25.3418 0.2982 0.4544 -0.6401 -0.286
C 4.0068 27.1125 -24.5276 -1.0672 -0.6355 -0.8058 -0.723
C 2.8834 27.8561 -25.2685 -0.4465 -1.0741 -0.2930 -0.650
O 3.1793 28.5847 -26.4375 1.2542 -0.8196 -0.3707 -0.404
C 2.8848 29.9319 -26.2204 0.2221 -0.3131 -0.3374 -0.340
H 9.2586 27.2028 -25.7209 0.8683 -0.6485 -0.0320 -0.031
H 9.2817 26.5186 -24.0250 -0.6114 -0.5255 -0.2887 0.460
H 8.5697 28.0687 -24.5254 -0.5999 0.1419 0.7386 0.247
H 7.2741 27.2014 -27.1387 0.1146 0.1861 -0.2822 -0.340
H 6.4879 28.1213 -25.8475 -0.1219 0.1869 0.0126 0.061
H 5.9200 25.4752 -27.0245 -0.7651 -1.1713 0.6353 0.602
H 4.7995 26.6863 -27.3506 0.0989 0.7579 0.2693 0.193
H 5.0347 25.2873 -24.7915 0.0257 0.3276 0.2404 0.347
H 4.6148 27.7842 -23.9216 0.9173 0.1807 -0.5830 0.301
H 3.3835 26.6617 -23.7554 0.1671 -0.5941 0.1702 0.451
H 2.2981 28.4396 -24.5579 0.3649 0.5229 0.2604 0.505
H 2.1405 27.1255 -25.5885 0.1655 -0.5821 -0.0340 0.322
H 1.8299 29.8414 -25.9616 -0.0529 1.5941 0.4628 0.653
H 3.0652 30.5184 -27.1213 -0.2419 -0.2184 -0.1842 -0.358
H 3.6106 30.2864 -25.4885 -0.6912 0.5745 0.6180 0.262
C 6.0913 34.4261 -23.4145 -0.0009 0.6743 -0.6593 -0.309
O 5.8752 35.3615 -24.4785 0.2742 0.2653 1.1381 -0.118
C 5.7246 36.7348 -24.0588 1.2204 0.0152 -2.9802 -1.156
C 4.3348 37.2450 -23.9931 -1.5271 -1.2268 0.8337 0.546
N 4.2799 38.3843 -23.1578 -0.0586 1.8817 1.3952 -0.408
C 2.9693 39.0306 -23.1675 0.7397 0.3748 -0.4458 -0.617
C 2.1033 38.3049 -22.1814 -0.3215 -1.2321 0.0546 -0.026
O 2.7387 38.2314 -20.8794 -0.3904 1.2354 -0.3622 -0.445
C 2.7484 39.4872 -20.2098 -1.0830 0.2920 1.0657 -0.814
H 6.0768 33.4464 -23.8922 -0.7032 -0.1138 0.3533 -0.140
H 5.3473 34.6593 -22.6528 -0.0699 -0.8627 0.2457 0.306
H 7.0896 34.4699 -22.9791 0.2133 0.5638 0.0895 0.260
H 6.0854 37.2019 -24.9751 0.6450 0.5268 0.1621 0.114
H 6.3336 37.1555 -23.2586 0.0985 -0.8290 0.4244 0.364
H 3.7289 36.4900 -23.4921 -0.4599 -0.7995 -0.5368 -0.234
H 3.8778 37.5115 -24.9461 0.2612 -0.4027 -0.2851 0.295
H 4.1558 38.0389 -22.2168 1.7232 -0.2922 0.5734 0.445
H 2.6752 39.0051 -24.2168 -0.9011 0.3419 0.2042 0.401
H 3.0580 40.0498 -22.7915 0.1128 0.2702 -0.4854 0.300
H 2.0698 37.2477 -22.4447 -0.2583 -0.0598 -0.1727 -0.180
H 1.0792 38.6773 -22.2034 -0.1064 0.2199 0.6448 0.419
H 2.9823 39.4018 -19.1486 0.8451 -0.7108 -0.1693 0.322
H 1.7311 39.8515 -20.0670 -0.4432 0.1709 -0.7133 0.342
H 3.3374 40.3077 -20.6197 0.2672 -0.3718 -0.3966 0.287
C 3.7962 32.6737 -28.6706 0.7953 -1.0975 -0.0080 -0.775
O 4.5964 31.6588 -29.3467 -0.3647 0.7035 0.4192 0.057
C 3.9600 30.7922 -30.3245 1.2432 0.1764 1.2476 -0.767
C 5.0706 29.8747 -30.9263 -1.4461 1.2568 -0.7450 -0.978
N 5.4712 28.6817 -30.1854 -0.2554 1.2643 -0.2793 -0.076
C 6.5419 27.9961 -30.8895 -0.9208 -2.5187 0.0786 -0.950
C 7.0192 26.7229 -30.1081 0.3823 0.8406 -0.3294 0.679
O 7.4204 25.7230 -31.0194 0.6416 -0.8729 -0.0800 -0.461
C 7.2105 24.3549 -30.5643 -0.4832 1.3146 -0.6117 -0.697
H 3.8500 33.6660 -29.1184 -0.5718 -0.2205 -0.8924 0.306
H 4.2366 32.9143 -27.7030 0.3741 -0.6713 0.2228 -0.093
H 2.8070 32.2708 -28.4531 -0.2730 0.4267 -0.3568 0.473
H 3.4802 31.3990 -31.0924 0.1733 -0.0132 -0.2529 0.557
H 3.1810 30.2026 -29.8411 -0.0604 -0.2220 0.1135 0.421
H 5.9327 30.4885 -31.1870 0.1765 0.3836 0.1543 0.488
H 4.5948 29.6972 -31.8908 0.2750 -1.0730 -0.2534 0.455
H 5.7907 29.1020 -29.3244 0.3603 -0.4684 0.5709 0.046
H 7.4564 28.5137 -31.1793 -0.1027 0.7382 0.1657 0.396
H 6.1141 27.5831 -31.8030 -0.1231 0.2448 -0.2368 0.382
H 6.3548 26.2506 -29.3845 -0.5401 0.6639 0.0202 0.291
H 7.8666 27.1837 -29.6006 0.5501 -0.8575 0.7063 -0.514
H 7.5225 24.1994 -29.5315 0.1188 0.0242 0.0008 0.300
H 7.7213 23.6681 -31.2391 0.2366 0.2845 0.0836 0.249
H 6.1414 24.1788 -30.6834 -0.1533 -0.3134 0.3475 0.345
C 14.9132 23.0950 -30.5848 -1.6709 0.8256 0.4699 -0.519
O 13.8430 22.4328 -31.3126 0.5502 -0.1035 0.3603 -0.476
C 12.5804 22.1987 -30.5480 2.8985 0.3844 -0.7730 0.577
C 12.7733 20.9584 -29.6632 -1.0721 0.4309 -0.9450 -0.743
N 11.7823 19.9369 -29.9810 -0.4278 -0.7708 0.9617 -0.333
C 10.3257 20.1959 -29.9812 1.4775 0.8119 1.4765 -0.493
C 9.7704 20.4846 -28.5356 -1.0750 -0.2726 -0.5079 -0.891
O 9.9328 21.8560 -28.1278 0.5969 -0.9451 -1.0127 -0.076
C 9.8468 22.0877 -26.7559 0.7478 -0.3244 0.5322 -0.888
H 14.5037 24.0622 -30.2934 -0.0049 0.3954 0.1561 0.042
H 15.8231 23.3508 -31.1275 -0.3800 -0.6767 -0.7901 0.328
H 15.2363 22.6633 -29.6375 -0.2054 -0.7826 -0.0323 0.308
H 11.8357 22.0205 -31.3237 0.0624 0.2546 0.1426 0.228
H 12.4201 23.1152 -29.9802 -0.4965 0.0213 0.0222 -0.315
H 12.7632 21.3379 -28.6414 -0.2208 -0.6995 0.3785 0.194
H 13.7488 20.5291 -29.8916 -0.0002 0.1161 0.1354 0.447
H 12.0826 19.2418 -30.6494 -0.0503 0.3813 0.0974 0.228
H 9.8658 19.3188 -30.4364 -0.2555 0.1971 0.2010 0.440
H 10.1472 21.0912 -30.5768 -0.6107 0.0437 -0.1677 0.146
H 10.0464 19.7083 -27.8219 1.4081 0.3420 0.3004 0.415
H 8.7018 20.2854 -28.4554 -0.6275 0.2060 -0.8442 0.523
H 9.9270 23.1655 -26.6150 -0.5161 -0.0756 0.1411 0.199
H 10.6848 21.6478 -26.2152 0.5525 -0.1015 -0.0656 0.351
H 9.0050 21.6014 -26.2629 -0.6956 0.4350 -0.2415 0.357
C 6.3971 34.2803 -40.5193 1.1766 0.8082 0.0503 -0.739
O 6.1825 34.7104 -39.1664 -0.9408 -0.1480 -0.5697 -0.316
C 4.8846 35.2870 -38.9831 -0.6227 -0.8922 1.0316 -0.565
C 4.6541 35.8046 -37.5582 1.1738 -0.1516 0.1881 -0.586
N 4.7728 34.8166 -36.4999 -0.3860 -1.2054 -1.0113 -0.269
C 4.9340 35.3395 -35.1822 -0.2890 -0.6480 0.1073 -0.603
C 4.9188 34.1739 -34.2063 0.0347 0.2769 2.2467 -0.480
O 5.4944 34.6520 -32.9572 -0.6779 -0.1428 -0.1396 -0.381
C 5.3075 33.7170 -31.8922 0.0257 0.7451 -0.3561 -0.635
H 6.0263 33.3314 -40.9068 -0.7237 -0.2584 0.8697 0.291
H 7.4798 34.1999 -40.6155 0.0597 0.0481 0.0267 0.255
H 6.0864 35.0446 -41.2317 -0.1748 0.2252 0.0352 0.305
H 4.1105 34.5248 -39.0720 -0.0468 -0.3794 -0.6129 0.322
H 4.6782 36.0784 -39.7036 0.1750 0.1371 -0.0765 0.426
H 3.6381 36.1849 -37.4515 0.0684 0.4885 -0.4553 0.311
H 5.4059 36.5744 -37.3841 -0.0707 0.6699 0.0480 0.360
H 5.4706 34.1056 -36.6664 0.1745 0.1686 -0.3697 0.254
H 4.0840 35.9847 -34.9604 0.0772 0.2111 0.1374 0.236
H 5.8583 35.9100 -35.0913 0.2071 0.1900 0.3726 0.334
H 5.3883 33.2349 -34.4993 0.7666 0.1983 -0.5910 0.312
H 3.9358 33.8084 -33.9091 -0.6254 0.4256 -0.5586 0.303
H 6.1165 32.9982 -32.0221 -0.3809 -0.5149 0.7009 0.351
H 4.2966 33.3164 -31.8168 -0.1271 -0.6828 -1.0039 0.212
H 5.2675 34.2047 -30.9182 1.1739 0.4587 -0.0712 0.279
C 12.0154 25.9372 -28.5778 -0.9569 1.2259 -1.4026 -0.899
O 11.7377 27.0541 -27.7694 1.2691 -0.3166 2.9254 -0.421
C 10.7436 27.9716 -28.1269 0.1708 0.3695 -0.4800 -0.488
C 10.7132 29.2523 -27.2561 0.4658 0.6681 -0.5043 -0.212
N 9.7667 30.2975 -27.7388 1.2627 -1.3010 -0.4665 -0.444
C 9.8335 31.5464 -26.9678 -2.5966 -0.6400 0.2187 -0.590
C 8.9188 31.2581 -25.7275 0.4570 -0.2479 0.9296 -0.753
O 7.7354 30.4458 -26.0302 -0.1111 2.5505 0.5295 -0.015
C 6.5959 31.2432 -26.5458 0.6693 -1.6065 -1.0846 -0.427
H 11.2414 25.9494 -29.3452 -0.2704 -0.7500 -0.2045 0.373
H 12.0472 24.9756 -28.0656 -0.0742 0.2644 0.3142 0.205
H 12.9241 26.1176 -29.1519 0.4428 -0.1600 0.2551 0.391
H 9.7766 27.4714 -28.0730 -0.3443 0.0659 -0.5726 0.132
H 11.1035 28.2732 -29.1106 -1.2205 0.4432 -0.5764 0.530
H 11.6949 29.7089 -27.3820 0.2782 -0.1604 0.5476 0.532
H 10.4544 29.0939 -26.2091 0.5804 -0.6518 0.2169 -0.148
H 8.8806 29.9412 -27.4101 -0.5557 -0.1804 -0.7122 0.179
H 9.2777 32.2188 -27.6213 0.3872 0.6889 0.1909 0.335
H 10.7981 31.9641 -26.6794 0.0487 -0.3284 -0.1923 0.448
H 8.7082 32.0916 -25.0574 -0.6792 0.6884 -0.6747 0.364
H 9.4993 30.6968 -24.9953 0.0771 -0.8462 -0.2726 0.319
H 6.4623 32.2876 -26.2639 0.5080 -0.1435 0.7291 0.382
H 5.6983 30.6498 -26.3719 0.0398 0.1292 0.4919 -0.200
H 6.6738 31.2296 -27.6329 0.1256 0.2615 -0.2156 0.304
C 3.0564 31.5361 -19.7114 -2.0928 0.3815 -1.0553 -0.797
O 3.3049 32.2943 -20.9105 0.9864 0.3229 -0.0998 -0.283
C 2.4324 31.9814 -22.0298 1.1766 1.3575 0.4169 -0.626
C 2.8429 32.8237 -23.3371 -0.4910 -1.4021 1.6512 0.545
N 1.9030 32.4666 -24.3539 -0.2714 -0.5017 -1.1177 -0.098
C 1.7704 33.3939 -25.4647 -1.4016 0.1478 0.4462 -0.650
C 0.9822 34.7438 -25.0757 2.3846 -1.4117 0.5118 -0.152
O 0.1392 34.4551 -23.9762 -1.4717 0.0373 -1.0756 -0.351
C -0.6443 35.6110 -23.6601 0.9843 0.1048 0.0928 -0.415
H 2.0072 31.7834 -19.5503 -0.4596 -0.7129 0.5619 0.318
H 3.5146 31.8074 -18.7603 0.9142 0.6720 -0.7360 0.271
H 3.1717 30.4610 -19.8492 0.0765 -0.0989 -0.2163 0.288
H 1.4065 32.2821 -21.8174 -0.2598 -0.0963 0.3344 0.335
H 2.4910 30.8972 -22.1253 -0.1515 -0.0475 -0.8049 0.316
H 3.8479 32.5061 -23.6149 0.0996 0.2715 -0.1310 -0.142
H 2.7737 33.9052 -23.2194 0.4926 0.1485 0.9181 -0.367
H 0.9600 32.3392 -24.0155 0.1050 -0.0895 0.4896 0.385
H 1.1594 32.8257 -26.1661 -0.0151 0.2921 -0.4342 0.375
H 2.7402 33.5837 -25.9245 -0.0363 0.2949 0.0558 0.101
H 0.5486 35.2045 -25.9633 -0.5969 -0.1358 0.1149 0.561
H 1.7497 35.4197 -24.6986 0.1491 0.5305 -0.0937 -0.125
H 0.0842 36.2631 -23.1784 -0.4227 0.5814 0.3265 -0.050
H -1.4932 35.4062 -23.0077 0.3216 -0.4191 0.0552 0.275
H -1.0203 36.1284 -24.5427 -0.0409 -0.1631 -0.2329 0.331
C 21.6903 28.3563 -35.4850 0.0013 -1.0169 -0.1242 -0.696
O 20.2889 28.3121 -35.6160 -1.5254 -0.4615 -0.0240 -0.309
C 19.5727 27.1665 -35.1422 -0.6822 -0.5216 1.2949 -0.522
C 18.0504 27.3524 -35.0886 -0.5588 0.5121 -1.2280 -0.639
N 17.2239 26.2571 -34.4307 2.5944 1.9648 0.6639 -0.163
C 15.8197 26.3687 -34.5192 -1.8149 -0.3877 -1.7598 -0.863
C 15.1028 27.3206 -33.5211 0.6641 -1.7480 -0.7427 -0.273
O 13.6881 27.1829 -33.6430 0.3671 0.3294 0.3902 -0.316
C 12.8358 27.8819 -32.7042 0.0045 -1.1106 -0.9445 -0.710
H 22.1425 27.3812 -35.6663 -0.0183 -0.2714 -0.3409 0.308
H 22.0414 28.6004 -34.4824 -0.2301 0.5617 0.1263 0.275
H 22.0435 29.0355 -36.2610 0.0926 0.1482 0.3556 0.250
H 19.7595 26.9646 -34.0875 0.9754 -0.1972 0.1212 0.329
H 19.6698 26.2521 -35.7274 1.0150 -0.0015 -0.2564 0.287
H 17.7520 27.5519 -36.1178 -0.4624 -0.7437 -0.6198 0.333
H 17.9068 28.3804 -34.7559 -0.4589 -0.2435 1.3593 0.320
H 17.5430 25.3024 -34.5136 0.3327 0.4514 -0.3212 0.241
H 15.4120 25.3618 -34.4303 -0.1880 -0.0308 0.4865 0.459
H 15.5603 26.6039 -35.5514 -0.4063 0.5247 -0.3413 0.360
H 15.5091 28.3030 -33.7616 -0.3343 0.3939 0.7334 0.258
H 15.5003 26.8006 -32.6495 -0.2898 1.1303 1.1001 0.211
H 12.7525 28.9344 -32.9753 0.2243 0.1060 0.4249 0.304
H 13.0265 27.6555 -31.6551 0.7950 0.4393 0.0860 0.268
H 11.8584 27.4158 -32.8285 -0.1194 0.1546 -0.4089 0.293
C 12.2846 35.5478 -21.5556 0.7932 -1.3014 1.6384 -0.789
O 11.2357 35.7136 -22.4227 -0.9376 -0.2783 -1.2533 -0.323
C 11.5394 35.4198 -23.7815 2.5666 0.8696 0.4003 -0.346
C 10.5456 36.0621 -24.6293 -3.2329 0.5551 -2.0813 -0.195
N 10.7097 35.9484 -26.0900 0.9783 0.8939 -1.3670 -0.310
C 9.7072 36.6371 -26.9776 -1.2067 0.0162 1.4238 -0.881
C 9.2445 38.1065 -26.5387 0.0544 -1.6754 -1.0047 -0.314
O 10.2831 39.0180 -26.5245 1.8222 0.4910 -0.3803 -0.379
C 9.9690 40.3812 -26.8182 0.1553 -0.7236 1.1674 -0.780
H 12.9837 36.3666 -21.3853 -0.2402 0.5877 -0.4824 0.300
H 12.9062 34.6783 -21.7693 0.1220 -0.2316 -0.5090 0.254
H 11.8613 35.2766 -20.5884 -0.1138 0.3231 0.1924 0.310
H 11.8227 34.4012 -24.0466 -0.9133 -0.6807 0.4797 0.086
H 12.4960 35.8997 -23.9884 0.4446 0.4746 -0.1233 0.377
H 10.3986 37.1108 -24.3709 0.2460 0.0604 0.5376 0.302
H 9.5788 35.5723 -24.5134 -0.3237 0.0140 0.6751 0.046
H 11.5382 36.4684 -26.3413 0.6999 -0.2235 0.1430 0.323
H 8.8217 36.0015 -26.9829 -0.5865 0.1663 0.6849 0.279
H 9.9053 36.5158 -28.0425 1.1868 0.5276 0.1096 0.438
H 8.8112 37.9686 -25.5481 -0.3478 0.3731 0.1302 0.147
H 8.5228 38.4923 -27.2588 -0.6140 -0.4579 0.0431 0.568
H 10.8881 40.9600 -26.7272 0.0467 -0.1984 -0.0770 0.249
H 9.3154 40.6908 -26.0027 -0.4177 0.5660 -0.3187 0.337
H 9.5501 40.5478 -27.8106 -0.2432 -0.2354 -0.0174 0.292
C 12.1657 24.6883 -23.1229 0.8023 -2.4357 0.6208 -0.801
O 12.5615 25.9542 -23.0049 0.8565 3.9930 0.9628 -0.386
C 12.4249 26.7610 -24.1227 -1.1753 0.9077 -1.8335 -0.258
C 12.5179 28.2405 -23.8593 0.9375 0.1470 1.2853 -0.478
N 13.8163 28.6428 -23.3102 -0.0234 -1.6419 -1.6840 -0.343
C 13.8028 29.9735 -22.7582 -0.4384 -1.8687 -0.6330 -0.776
C 13.8564 30.9976 -23.8865 0.1500 0.1532 0.4720 0.032
O 15.1458 31.5837 -23.9937 -0.6791 1.6209 0.1517 -0.454
C 14.9446 32.8098 -24.7253 0.4126 -0.2036 0.2942 -0.307
H 12.7073 24.2282 -22.2964 -0.2504 -0.7669 0.0376 0.292
H 12.6027 24.2816 -24.0349 -0.6163 -0.5785 -0.3638 0.350
H 11.1060 24.5074 -22.9429 -0.3029 0.0302 -0.5748 0.265
H 11.4019 26.7766 -24.4988 -0.3646 -0.9632 -0.2713 0.045
H 13.0499 26.4432 -24.9573 0.3552 -0.1667 0.0213 0.422
H 11.7166 28.4170 -23.1418 -0.3008 0.2487 0.7635 0.308
H 12.1845 28.8635 -24.6893 0.5102 -0.3632 -0.5442 0.099
H 14.0604 27.8891 -22.6836 0.3172 0.3775 0.4374 0.323
H 14.6126 29.9956 -22.0289 -0.0352 0.8028 -0.1550 0.450
H 12.8283 29.9196 -22.2728 -0.1876 1.5087 0.6985 0.410
H 13.0466 31.6985 -23.6840 0.2764 0.8453 0.3468 0.050
H 13.6074 30.7008 -24.9053 -0.2165 -1.1775 0.0724 0.281
H 14.8828 32.5951 -25.7921 -0.2128 0.0584 -0.1359 0.303
H 15.7264 33.5537 -24.5721 0.4505 -0.5037 0.1652 0.311
H 14.0400 33.2988 -24.3638 -0.2145 -0.0067 -0.2153 -0.089

---

Entry 2:
7
Properties=species:S:1:pos:R:3:forces:R:3:nbo_charge:R:1 method="wB97M-V/def2-TZVPD" total_charge=0 lumo_ev="-1.4 / -1.4" multiplicity=1 e_tot_ev=-11273.2768 e_above_lowest_kj_mol=421.79 fmax_ha_per_bohr=0.1516 homo_lumo_gap_ev="8.51 / 8.51"
C -2.2296 0.0116 -0.0003 -6.1607 1.1081 -0.0905 -0.436
C -1.0868 -0.2044 0.0976 7.7708 -0.5136 -0.4016 -0.254
C 1.4473 -0.0135 -0.0623 -3.4472 -1.3086 0.8120 1.230
F 1.5211 0.6932 0.9978 0.5405 0.4837 0.0100 -0.257
F 1.8564 -1.2350 0.1021 -0.1010 0.6571 -0.4183 -0.266
F 1.8145 0.5439 -1.1548 -0.1964 -0.0900 0.1954 -0.254
H -3.3229 0.2042 0.0199 1.5941 -0.3367 -0.1071 0.237